[1]
19
Properties=species:S:1:pos:R:3 method="wB97M-V/def2-TZVPD" smiles="O=C1NC[C@@H]2O[C@@H]2[C@@H]1O.O" energy_ev=-15010.2252 lumo_energy_ev=0.37 gap_ev=10.683 homo_ev=-10.31
O 0.0059 2.4157 -0.3734
C -0.0086 1.2005 -0.1942
N -0.2322 0.3129 -1.2014
C -0.5902 -1.0864 -1.0116
C -1.2561 -1.3273 0.3208
O -2.1820 -0.3485 0.7670
C -0.9361 -0.4628 1.4497
C 0.0580 0.6512 1.2309
O -0.1341 1.6919 2.1435
H -0.5150 0.7370 -2.0784
H 0.2980 -1.7350 -1.0683
H -1.2632 -1.3799 -1.8270
H -1.5448 -2.3655 0.5048
H -0.9976 -0.8489 2.4707
H 1.0673 0.2101 1.3541
H -0.2594 2.4973 1.6180
O 3.0839 0.2382 -1.4608
H 2.2035 0.0213 -1.8734
H 3.2027 -0.4218 -0.7710



[2]
21
Properties=species:S:1:pos:R:3 method="wB97M-V/def2-TZVPD" smiles="CC(=O)[N@@+]1(O)CC[C@@H]1S(=O)(=O)[O-]" energy_ev=-27889.7827 lumo_energy_ev=-0.04 gap_ev=9.936 homo_ev=-9.98
C 1.2475 -2.2515 0.1606
C 1.5490 -0.8628 -0.2581
O 2.3188 -0.3657 -1.0412
N 0.5310 0.1570 0.3316
O 0.1225 -0.3912 1.5117
C 0.9179 1.5979 0.2571
C -0.3686 1.8213 -0.3845
C -0.4841 0.3915 -0.7100
S -2.2385 -0.1825 -0.1865
O -2.2169 0.2414 1.1873
O -3.1075 0.4896 -1.0609
O -2.2099 -1.6266 -0.3429
H 0.2223 -2.3940 -0.1566
H 1.8180 -2.9343 -0.4450
H 1.4428 -2.1746 1.2125
H -0.8594 -0.1406 1.7004
H 1.8060 1.6268 -0.3654
H 1.1155 2.0548 1.1975
H -1.0571 2.2853 0.3670
H -0.2433 2.6172 -1.2369
H -0.3061 0.0410 -1.7378



[3]
17
Properties=species:S:1:pos:R:3 method="wB97M-V/def2-TZVPD" smiles="C[C@H](O)[C@@H]1CC=NS1" energy_ev=-19702.7886 lumo_energy_ev=0.73 gap_ev=9.047 homo_ev=-8.31
C 2.3878 0.5606 0.1015
C 1.4082 -0.5447 0.2075
O 1.0701 -0.9688 -1.0991
C 0.1151 -0.0525 0.8751
C -0.9029 -1.1852 0.7900
C -1.9081 -0.7576 -0.2416
N -1.8958 0.4323 -0.6347
S -0.5755 1.3407 -0.0086
H 3.2379 0.2440 -0.5581
H 2.8424 0.8802 1.0311
H 1.8869 1.4231 -0.4595
H 1.8518 -1.3868 0.8111
H 1.9348 -1.3259 -1.3324
H 0.2870 0.2473 1.9082
H -0.5267 -2.1603 0.4618
H -1.4639 -1.3706 1.7155
H -2.7333 -1.4009 -0.5981



[4]
17
Properties=species:S:1:pos:R:3 method="wB97M-V/def2-TZVPD" energy_ev=-19702.1502 lumo_energy_ev=0.81 gap_ev=9.133 homo_ev=-8.32
C 0.3659 -1.5837 0.5987
N -0.8736 -1.3296 0.7029
S -1.5587 -0.3380 -0.5731
C -1.2870 1.2857 0.1778
C 0.1457 1.5872 0.6456
C 1.2749 1.2753 -0.3449
O 1.9965 0.0984 -0.0554
C 1.3838 -1.1210 -0.4227
H 0.7680 -2.2119 1.4053
H -1.9705 1.4105 1.0145
H -1.5871 1.9909 -0.5786
H 0.3682 1.0601 1.6048
H 0.1756 2.6740 0.8911
H 0.9047 1.2181 -1.3864
H 2.0264 2.0479 -0.2736
H 0.9117 -1.0621 -1.3903
H 2.1857 -1.8603 -0.5209



[5]
17
Properties=species:S:1:pos:R:3 method="wB97M-V/def2-TZVPD" energy_ev=-19701.9915 lumo_energy_ev=0.73 gap_ev=9.533 homo_ev=-8.80
C -0.6649 0.1745 0.3517
C 0.5048 -0.9124 0.4254
C 1.0645 -0.6566 -1.0195
C -0.2148 -0.6296 -1.8452
C -0.3310 0.6752 -1.0599
H 0.4695 2.0432 1.4677
H -1.6875 -0.2084 0.2568
H 1.3432 -0.6502 1.1230
H -0.3151 -2.3846 1.4391
H 1.9296 -1.2831 -1.3533
H -0.9407 -1.4902 -1.7559
H -0.0078 -0.4155 -2.8929
H -0.8950 1.4529 -1.4967
H 1.5707 1.2269 -0.2620
N 1.1347 0.7851 -1.1177
O 0.0157 -2.2165 0.5186
S -0.7304 1.3775 1.6271



[6]
17
Properties=species:S:1:pos:R:3 method="wB97M-V/def2-TZVPD" smiles="C/C(=C/C(O)=S)CN" energy_ev=-19702.4818 lumo_energy_ev=-0.17 gap_ev=8.440 homo_ev=-8.61
C 1.3360 1.4069 0.1435
C 0.3887 0.2944 0.0772
C 0.8288 -0.9730 -0.0461
C 0.1529 -2.2258 0.0860
O -0.4630 -2.4433 1.2756
S 0.1883 -3.4701 -1.0011
C -1.0895 0.6643 0.1949
N -1.8087 1.0782 -1.0303
H 1.1981 2.1531 -0.6959
H 1.2715 1.9676 1.0679
H 2.3378 1.0315 -0.0414
H 1.7945 -1.1054 -0.4289
H -0.2356 -1.7594 1.9224
H -1.1239 1.5456 0.9255
H -1.6193 -0.1301 0.7103
H -1.2228 1.7218 -1.5773
H -1.9336 0.2437 -1.5822



[7]
17
Properties=species:S:1:pos:R:3 method="wB97M-V/def2-TZVPD" smiles="CN1CCOCC1=S" energy_ev=-19701.9758 lumo_energy_ev=0.81 gap_ev=8.907 homo_ev=-8.10
C -1.2324 1.7133 -0.0340
N -0.4091 0.5080 -0.3018
C 0.9809 0.8179 -0.2062
C 1.5885 -0.5115 0.4087
O 1.2428 -1.5243 -0.4058
C -0.0814 -1.9015 -0.1859
C -0.9567 -0.6743 -0.1632
S -2.4924 -1.0246 0.0236
H -0.6492 2.5851 -0.5027
H -1.5058 1.8368 0.9955
H -2.2232 1.6544 -0.5939
H 1.3185 1.6277 0.3526
H 1.2006 0.9338 -1.2826
H 2.6391 -0.4642 0.4566
H 1.1141 -0.6464 1.5155
H -0.4713 -2.6560 -0.9388
H -0.0631 -2.2744 0.8626